# 1
{
  "formula": "C3H9S2",
  "method": "ωB97M-V/def2-TZVPD",
  "species": ["C", "S", "H", "H", "H", "C", "C", "S", "H", "H", "H", "H", "H", "H"],
  "positions_angstrom": [[-0.6270, -3.4161, 1.0614], [0.9841, -2.7493, 1.6671], [-1.4258, -2.6788, 0.9935], [-0.4308, -3.7719, 0.0571], [-0.9657, -4.1893, 1.7467], [-0.0778, 2.9609, -0.5289], [0.5068, 1.7093, -1.1430], [-0.1479, 0.0884, -0.6817], [-0.0007, 3.8796, -1.1310], [0.4699, 3.3013, 0.3641], [-1.1377, 2.8169, -0.3121], [0.3654, 1.7626, -2.2238], [1.5941, 1.7724, -0.9652], [0.8931, -1.4860, 1.0959]],
  "forces_ev_per_a": [[0.453, 0.506, -0.116], [-0.582, 0.527, -0.021], [0.314, 0.311, 0.149], [-0.274, -0.391, -0.036], [0.206, -0.219, -0.126], [-0.292, 0.924, 0.628], [0.861, 0.122, -0.706], [-0.157, -0.163, 0.572], [-0.009, -0.366, -0.570], [-0.383, -0.620, 0.258], [0.033, 0.053, 0.243], [0.130, 0.178, -0.125], [-0.167, -0.268, -0.173], [-0.133, -0.595, 0.024]],
  "charge": -1,
  "gap_ev": 6.098,
  "de_lowest_kcal_mol": 17.5,
  "lumo_ev": 3.556
}



# 2
{
  "formula": "C21H27NO3",
  "method": "ωB97M-V/def2-TZVPD",
  "species": ["C", "C", "O", "C", "C", "O", "C", "C", "C", "C", "C", "C", "H", "H", "H", "C", "O", "N", "H", "C", "C", "C", "C", "C", "C", "C", "H", "H", "H", "H", "H", "H", "C", "C", "H", "H", "H", "C", "H", "H", "H", "H", "H", "H", "H", "H", "H", "H", "H", "H", "H", "H"],
  "positions_angstrom": [[5.7490, 1.9534, -0.4967], [4.4716, 2.7882, -0.4873], [3.7850, 2.7950, 0.7507], [2.9066, 1.7294, 0.9917], [3.5807, 0.4380, 1.5028], [3.9111, -0.4730, 0.4772], [2.9224, -1.1748, -0.1468], [1.5749, -1.1333, 0.1892], [0.6586, -1.9094, -0.5159], [1.0890, -2.7361, -1.5445], [2.4308, -2.7699, -1.8836], [3.3419, -1.9944, -1.1970], [4.3920, -2.0117, -1.4433], [2.7696, -3.4063, -2.6869], [0.3631, -3.3412, -2.0641], [-0.7972, -1.9065, -0.1759], [-1.4932, -2.8972, -0.2808], [-1.2716, -0.7135, 0.2536], [-0.6756, 0.0975, 0.2272], [-2.6622, -0.5004, 0.6043], [-3.2620, 0.5554, -0.2937], [-4.3483, 0.2561, -1.1050], [-4.8980, 1.2202, -1.9318], [-4.3641, 2.4968, -1.9612], [-3.2775, 2.8039, -1.1603], [-2.7308, 1.8396, -0.3328], [-1.8867, 2.0976, 0.2921], [-2.8549, 3.7980, -1.1788], [-4.7912, 3.2500, -2.6065], [-5.7440, 0.9734, -2.5562], [-4.7647, -0.7403, -1.0875], [-3.1579, -1.4613, 0.4288], [-2.8036, -0.1350, 2.0976], [-2.1959, -1.2297, 2.9703], [-2.7020, -2.1755, 2.7931], [-1.1401, -1.3665, 2.7484], [-2.2966, -0.9737, 4.0226], [-4.2752, 0.0690, 2.4465], [-4.7083, 0.8686, 1.8500], [-4.8360, -0.8437, 2.2592], [-4.3801, 0.3269, 3.4977], [-2.2663, 0.8032, 2.2791], [1.2353, -0.5288, 1.0167], [2.9478, -0.0477, 2.2547], [4.5325, 0.7001, 1.9702], [2.2246, 2.0998, 1.7633], [2.3302, 1.5002, 0.0822], [4.7204, 3.8388, -0.6660], [3.7957, 2.4487, -1.2858], [5.5258, 0.8955, -0.3946], [6.2719, 2.1111, -1.4365], [6.3964, 2.2604, 0.3209]],
  "forces_ev_per_a": [[-0.350, 0.131, 0.123], [0.211, 0.049, -0.198], [0.141, 0.058, 0.111], [0.047, -0.296, 0.116], [-0.302, 0.453, 0.145], [0.041, -0.294, -0.266], [0.045, -0.109, -0.192], [0.107, 0.128, 0.111], [0.309, -0.290, -0.214], [-0.258, 0.052, 0.124], [0.030, 0.077, 0.058], [0.031, 0.146, 0.180], [0.127, -0.002, -0.024], [0.033, -0.048, -0.074], [-0.072, -0.064, -0.030], [0.077, 0.166, 0.041], [-0.088, -0.242, -0.092], [-0.004, 0.250, 0.131], [0.055, -0.116, -0.116], [-0.070, 0.093, 0.252], [-0.053, -0.125, -0.132], [0.073, 0.002, 0.088], [-0.073, 0.047, -0.068], [-0.068, 0.035, -0.067], [0.071, 0.092, 0.016], [-0.053, -0.058, 0.016], [0.097, 0.044, 0.086], [0.030, 0.076, -0.004], [-0.035, 0.056, -0.051], [-0.068, -0.021, -0.054], [-0.031, -0.124, 0.008], [0.016, 0.156, 0.031], [-0.143, -0.323, -0.051], [0.033, 0.240, -0.112], [-0.067, -0.152, 0.001], [0.095, -0.064, 0.036], [0.001, -0.013, 0.115], [0.258, 0.179, -0.046], [-0.120, 0.051, 0.000], [-0.113, -0.140, -0.018], [-0.060, 0.008, 0.101], [0.019, 0.024, -0.052], [-0.018, 0.059, 0.069], [0.054, -0.006, -0.048], [-0.143, -0.005, 0.006], [-0.027, -0.118, -0.069], [-0.011, 0.019, 0.121], [-0.048, -0.130, -0.090], [0.013, 0.072, 0.063], [0.056, -0.068, -0.029], [0.094, 0.006, -0.109], [0.109, 0.039, 0.059]],
  "charge": 0,
  "gap_ev": 9.260,
  "de_lowest_kcal_mol": 58.5,
  "smiles": "CCOCCOc1cccc(C(=O)N[C@H](c2ccccc2)C(C)C)c1",
  "lumo_ev": 0.546
}



# 3
{
  "formula": "C4H3N2O3S2",
  "method": "ωB97M-V/def2-TZVPD",
  "species": ["C", "C", "C", "C", "N", "N", "O", "O", "O", "S", "S", "H", "H", "H"],
  "positions_angstrom": [[0.2996, 1.3270, 0.9070], [0.1723, 0.1280, 0.2075], [-2.3289, -0.9260, 0.7814], [-1.0659, 0.0482, -0.4080], [-0.5746, 2.2583, 0.8567], [1.1067, -0.7331, 0.3077], [-2.0825, -0.7753, 1.9475], [-1.5977, 2.4600, -1.5101], [-3.0204, 1.7723, 0.4877], [-3.3039, -1.7310, -0.2861], [-1.7564, 1.6787, -0.2785], [1.0685, 1.6559, 1.6344], [-1.4118, -0.7343, -1.1323], [0.9623, -1.6111, -0.2189]],
  "forces_ev_per_a": [[1.590, 1.281, 2.033], [-0.801, 2.110, 0.558], [-0.595, -0.546, 2.676], [-1.858, -1.530, -1.571], [-2.995, 0.673, -2.035], [3.562, -4.401, -0.436], [-0.105, -0.064, -2.253], [-0.510, -1.522, 0.823], [1.461, -0.776, -2.082], [-0.047, 0.006, 0.276], [-0.715, 3.856, 2.342], [0.300, -1.272, -0.689], [0.976, 1.541, 0.020], [-0.263, 0.642, 0.337]],
  "charge": -1,
  "s2": 2.02,
  "spin_multiplicity": 3,
  "gap_ev": [5.526, 6.378],
  "lumo_ev": [3.127, 0.614]
}